ORCA calculation (ωB97M-V with the def2-TZVPD basis set) on a structure of composition C39H41BBiCl2N7O4S.

Structure (XYZ):
```
96
Properties=species:S:1:pos:R:3:forces:R:3:mulliken_charge:R:1
Bi -0.320 -0.576 -0.448 -0.7 0.0 -1.1 0.48
C -2.314 3.742 3.473 -0.1 -0.5 -0.4 -1.29
N -1.859 2.687 2.635 0.8 -1.1 0.0 -0.77
C -1.652 2.006 0.327 -4.2 7.3 -6.6 -0.90
C -0.004 1.109 2.355 4.6 -1.9 1.6 -2.17
N 0.709 0.021 1.817 -1.3 0.6 -1.2 1.55
C 1.082 -1.071 2.536 -0.5 0.0 0.4 0.50
C 0.407 -1.460 3.693 0.1 0.1 0.2 -0.53
C 0.678 -2.669 4.338 0.2 -0.1 -0.2 -1.32
C 1.593 -3.551 3.816 -0.2 0.1 0.1 -1.14
C 2.285 -3.220 2.626 0.1 -0.2 0.1 1.34
C 3.154 -4.176 2.034 0.1 0.1 -0.1 -0.64
C 3.830 -3.877 0.884 -0.1 0.1 0.1 -1.19
C 3.734 -2.587 0.333 0.1 -0.1 0.0 -0.36
C 2.921 -1.622 0.894 0.2 0.2 -0.3 -0.90
N 2.872 -0.365 0.294 -0.1 -0.2 0.0 0.50
C 3.849 0.446 0.195 0.2 0.0 -0.2 0.23
N 5.013 0.461 0.968 0.0 -0.1 -0.1 0.50
C 5.111 -0.261 2.215 -0.1 0.1 0.1 -0.86
C 6.289 0.742 0.349 0.0 0.0 0.0 -1.34
N 3.806 1.447 -0.769 -0.1 0.0 0.2 -0.08
C 4.119 2.813 -0.357 -0.1 0.0 0.0 -1.06
C 2.663 1.403 -1.678 0.1 0.0 0.0 -0.71
C 2.095 -1.952 2.012 0.1 -0.2 0.1 0.80
N 0.698 1.824 3.338 -0.6 0.2 0.1 0.63
C 2.132 1.898 3.187 0.0 0.3 -0.1 -0.79
C 0.265 1.667 4.715 -0.1 0.3 0.2 -1.06
H -3.180 4.244 3.025 -0.1 0.1 0.1 0.28
H -1.523 4.491 3.577 0.0 0.0 0.2 0.33
H -2.613 3.370 4.463 0.0 0.1 0.1 0.31
H -2.170 3.069 0.295 0.6 -1.7 0.6 0.38
H -1.096 0.525 1.029 0.3 -2.6 -0.3 -0.91
H -0.915 2.403 -0.390 1.5 -1.1 1.0 -0.74
H -0.395 -0.826 4.046 0.0 0.0 0.0 0.41
H 0.123 -2.927 5.233 0.0 0.0 0.0 0.32
H 1.781 -4.514 4.276 0.0 0.0 0.0 0.38
H 3.240 -5.151 2.499 0.0 0.0 0.0 0.37
H 4.443 -4.626 0.396 0.0 0.0 0.0 0.34
H 4.300 -2.324 -0.553 0.0 0.0 0.0 0.50
H 4.131 -0.360 2.674 0.0 0.0 0.0 0.07
H 5.750 0.308 2.899 0.0 0.0 0.0 0.37
H 5.540 -1.263 2.092 0.0 0.0 0.0 0.33
H 6.142 1.049 -0.682 0.0 0.0 0.0 0.40
H 6.927 -0.151 0.367 0.0 0.0 0.0 0.35
H 6.820 1.543 0.878 0.0 0.0 0.0 0.33
H 4.736 2.811 0.538 0.0 0.0 0.0 0.42
H 3.198 3.365 -0.136 0.0 0.0 -0.1 0.21
H 4.645 3.332 -1.161 0.0 0.0 0.0 0.30
H 2.530 0.394 -2.060 0.0 0.0 0.0 0.33
H 2.853 2.088 -2.505 0.0 0.0 0.0 0.33
H 1.737 1.714 -1.183 0.0 0.1 -0.1 0.01
H 2.382 1.875 2.129 0.0 0.0 0.0 -0.01
H 2.649 1.065 3.691 0.0 0.0 0.0 0.23
H 2.497 2.842 3.607 0.0 -0.1 0.1 0.46
H -0.736 1.240 4.745 0.0 0.1 -0.1 0.34
H 0.233 2.634 5.233 0.0 0.0 0.0 0.26
H 0.943 1.006 5.277 0.0 0.0 -0.1 0.34
O -0.773 1.926 -3.423 0.3 0.0 0.4 -0.63
C -1.571 2.442 -2.677 -0.1 0.0 -0.3 -0.05
O -2.465 1.653 -2.030 -0.5 -0.1 -0.1 -0.24
C -1.869 3.916 -2.777 -0.4 0.0 0.0 0.64
C -2.989 4.169 -3.574 0.0 -0.1 0.0 -0.47
C -3.371 5.449 -3.923 0.1 0.1 0.0 -0.74
C -2.593 6.515 -3.465 0.0 -0.1 0.0 -0.41
C -1.499 6.276 -2.664 0.0 0.0 0.0 -0.62
C -1.099 4.976 -2.265 0.2 0.1 0.0 0.52
S 0.269 4.811 -1.204 0.0 -0.4 0.0 -0.53
H -3.572 3.323 -3.923 0.0 0.0 0.0 0.41
H -4.244 5.615 -4.543 0.0 0.0 0.0 0.35
H -2.846 7.533 -3.744 0.0 0.0 0.0 0.33
H -0.893 7.100 -2.307 0.0 0.0 0.0 0.35
Cl -4.820 2.958 -1.067 0.0 0.0 0.0 -0.23
C -4.092 1.653 -0.140 -0.1 -0.8 -0.3 0.34
C -4.824 1.270 0.958 -0.5 -0.3 0.0 -0.56
C -4.769 0.308 2.031 -0.1 -0.8 -0.3 -0.91
C -3.599 -0.366 2.526 -1.3 1.6 -1.8 -1.27
C -2.568 0.381 2.130 1.5 -0.7 1.7 1.13
Cl -1.498 1.456 1.830 -2.2 2.1 3.8 3.21
C -2.732 1.174 -0.662 2.2 -0.9 2.6 1.21
N -2.474 -0.207 -0.470 0.3 0.0 -0.8 -0.90
H -5.772 1.802 0.975 0.0 0.0 0.1 0.33
H -5.725 0.131 2.527 0.0 0.1 0.0 0.28
H -3.577 -1.317 3.044 0.0 0.2 0.4 0.42
O 0.441 -3.672 -0.865 0.0 0.0 0.1 -0.56
B -0.267 -2.873 0.053 0.0 0.0 0.1 0.38
O -0.679 -3.664 1.126 -0.1 0.1 0.1 -0.46
C -0.218 -4.921 0.877 0.0 0.0 -0.1 0.77
C -0.370 -6.062 1.630 0.0 0.0 0.1 -0.87
C 0.201 -7.231 1.126 0.0 0.0 0.0 -0.53
C 0.889 -7.238 -0.083 0.0 0.0 0.0 -0.43
C 1.030 -6.075 -0.841 0.0 0.0 0.0 -1.09
C 0.463 -4.930 -0.332 0.0 0.0 0.0 0.64
H -0.899 -6.042 2.573 0.0 0.0 0.0 0.49
H 0.107 -8.152 1.689 0.0 0.0 0.0 0.37
H 1.328 -8.160 -0.443 0.0 0.0 0.0 0.37
H 1.566 -6.063 -1.780 0.0 0.0 0.0 0.48
```
Forces are in eV/Å.

* electronic energy: -102104.1580 eV
* gap between HOMO and LUMO (spin up / spin down): 5.050 / 4.941 eV
* total charge: -2
* highest occupied orbital energy (spin up / spin down): -1.1 / -1.0 eV
* M: 994.57 g mol⁻¹
* multiplicity: 1

ORCA calculation (ωB97M-V with the def2-TZVPD basis set) on a structure of composition C39H41Br2N5O3PdS6.

Structure (XYZ):
```
97
Properties=species:S:1:pos:R:3:forces:R:3:mulliken_spin:R:1
Pd -0.249 0.502 0.260 0.3 0.4 0.0 1.38
C -2.269 1.646 2.862 0.0 0.0 0.0 0.00
C -1.323 0.587 3.318 0.0 0.0 0.0 -0.02
C -1.396 0.076 4.627 0.0 0.0 0.0 -0.02
C -0.512 -0.880 5.044 0.0 0.0 0.0 0.03
C 0.478 -1.338 4.156 0.0 0.0 0.0 -0.01
C 1.469 -2.324 4.484 0.0 0.0 0.0 0.25
Br 1.494 -3.092 6.181 0.0 0.0 0.0 0.06
C 2.425 -2.727 3.569 0.0 0.0 0.0 -0.08
C 2.459 -2.178 2.301 0.0 0.0 0.0 0.17
Br 3.740 -2.712 1.071 0.0 0.0 0.0 0.05
C 1.499 -1.190 1.888 0.0 0.0 0.0 0.12
O 1.527 -0.681 0.751 0.0 -0.1 -0.1 0.38
C 0.483 -0.792 2.870 0.0 0.1 0.0 0.07
N -0.407 0.141 2.468 0.0 -0.1 0.0 0.16
H -2.544 2.299 3.690 0.0 0.0 0.0 0.00
H -3.186 1.187 2.481 0.0 0.0 0.0 0.00
H -1.818 2.232 2.064 0.0 0.0 0.0 0.00
H -2.155 0.457 5.296 0.0 0.0 0.0 0.00
H -0.562 -1.277 6.049 0.0 0.0 0.0 0.01
H 3.153 -3.476 3.847 0.0 0.0 0.0 0.00
O -1.869 1.985 -0.380 -0.1 -0.1 -0.1 0.02
S -3.079 2.889 -0.446 0.0 0.1 0.1 0.01
C -3.181 3.446 -2.162 0.0 0.0 0.0 0.00
C -2.089 4.455 -2.553 0.0 0.0 0.0 0.00
C -0.998 3.877 -3.466 0.0 0.0 0.0 0.00
C -0.055 2.930 -2.716 0.0 0.0 0.0 0.01
S 0.184 1.187 -3.232 0.0 0.2 -0.1 0.01
O 0.221 0.426 -1.925 0.1 -0.2 0.1 0.05
C -1.374 0.831 -4.014 0.0 0.0 0.0 0.00
C -1.478 1.043 -5.383 0.0 0.0 0.0 0.00
C -2.695 0.819 -6.010 0.0 0.0 0.0 0.00
C -3.785 0.379 -5.270 0.0 0.0 0.0 0.00
C -3.658 0.144 -3.908 0.0 -0.1 0.0 0.00
C -2.443 0.361 -3.273 0.0 -0.1 0.0 0.00
C -4.505 1.817 -0.435 0.0 0.0 0.0 0.00
C -4.327 0.443 -0.404 0.0 0.0 0.1 0.01
C -5.448 -0.376 -0.366 0.0 0.0 0.0 -0.01
C -6.719 0.179 -0.360 0.0 0.0 0.0 0.00
C -6.881 1.559 -0.376 0.0 0.0 0.0 0.00
C -5.771 2.388 -0.403 0.0 0.0 0.0 0.00
H -4.181 3.876 -2.249 0.0 0.0 0.0 0.00
H -3.152 2.542 -2.768 -0.1 0.0 0.0 0.00
H -1.627 4.890 -1.662 0.0 0.0 0.0 0.00
H -2.573 5.283 -3.073 0.0 0.0 0.0 0.00
H -0.416 4.704 -3.871 0.0 0.0 0.0 0.00
H -1.474 3.396 -4.321 0.0 0.0 0.0 0.00
H -0.387 2.788 -1.693 0.0 0.0 0.0 0.00
H 0.961 3.322 -2.675 0.0 0.0 0.0 0.00
H -0.618 1.373 -5.955 0.0 0.0 0.0 0.00
H -2.789 0.981 -7.075 0.0 0.0 0.0 0.00
H -4.734 0.208 -5.762 0.0 0.0 0.0 0.00
H -4.511 -0.204 -3.337 0.0 0.0 0.0 0.00
H -2.312 0.195 -2.211 0.0 0.0 -0.1 0.00
H -3.328 0.025 -0.391 0.0 0.0 0.0 0.01
H -5.325 -1.452 -0.334 0.0 0.0 0.0 0.00
H -7.589 -0.463 -0.330 0.0 0.0 0.0 0.00
H -7.873 1.990 -0.358 0.0 0.0 0.0 0.00
H -5.894 3.465 -0.393 0.0 0.0 0.0 0.00
S -4.586 -4.949 -3.150 0.3 0.1 0.3 0.41
C -3.738 -4.332 -1.883 -0.3 -0.1 -0.8 -0.11
S -2.933 -2.800 -1.998 0.1 0.1 0.1 -0.04
C -2.284 -3.011 -0.403 0.2 0.4 -0.2 0.02
N -2.676 -4.157 0.155 -0.2 -0.2 0.1 0.21
N -3.468 -4.863 -0.637 0.2 0.0 0.5 0.18
C -3.939 -6.114 -0.104 0.0 -0.1 -0.1 0.01
C -5.112 -6.703 -0.560 -0.1 0.0 0.1 0.03
C -5.519 -7.907 -0.007 0.0 0.0 0.0 -0.02
C -4.771 -8.517 0.988 0.0 0.0 0.0 0.04
C -3.606 -7.910 1.442 0.0 0.0 0.0 -0.02
C -3.185 -6.709 0.906 0.1 0.0 -0.1 0.04
S -1.269 -1.957 0.410 -0.2 -0.2 0.2 0.35
H -5.724 -6.236 -1.311 0.0 0.0 0.0 -0.01
H -6.434 -8.364 -0.360 0.0 0.0 0.0 0.00
H -5.094 -9.457 1.411 0.0 0.0 0.0 0.00
H -3.016 -8.379 2.218 0.0 0.0 0.0 0.00
H -2.276 -6.241 1.251 0.0 0.0 0.0 0.00
C 1.476 2.903 3.512 0.0 0.0 -0.1 0.00
N 2.650 2.727 2.667 -0.1 0.0 0.1 0.01
C 3.873 2.381 3.389 0.0 -0.1 0.1 0.00
C 2.591 2.743 1.331 0.2 -0.2 -0.1 -0.01
S 1.122 2.633 0.442 -0.2 0.2 0.1 0.21
N 3.744 2.920 0.662 -0.1 0.1 -0.1 0.03
C 3.883 2.541 -0.741 0.0 0.0 0.0 0.00
C 4.763 3.860 1.130 0.1 0.0 0.0 0.00
H 1.785 3.412 4.424 0.0 0.0 0.0 0.00
H 1.045 1.938 3.778 0.0 0.0 0.0 0.00
H 0.730 3.501 2.997 0.0 0.0 0.0 0.00
H 3.605 1.706 4.201 0.0 0.0 0.0 0.00
H 4.358 3.258 3.818 0.0 0.0 0.0 0.00
H 4.565 1.870 2.725 0.0 0.0 0.0 0.00
H 3.234 1.702 -0.971 0.0 0.0 0.0 0.00
H 4.920 2.253 -0.908 0.0 0.0 0.0 0.00
H 3.640 3.378 -1.401 0.0 0.0 0.0 0.00
H 4.425 4.376 2.024 0.0 0.0 -0.1 0.00
H 4.925 4.604 0.349 0.0 0.0 0.0 0.00
H 5.711 3.360 1.334 0.0 0.0 0.0 0.00
```
Forces are in eV/Å.

* electronic energy: -263262.0992 eV
* gap between HOMO and LUMO (spin up / spin down): 7.474 / 5.651 eV
* total charge: +2
* highest occupied orbital energy (spin up / spin down): -12.7 / -12.9 eV
* <S²>: 6.089
* M: 1086.42 g mol⁻¹
* multiplicity: 5

ORCA calculation (ωB97M-V with the def2-TZVPD basis set) on a structure of composition C39H42BCl2N6O9Sc.

Structure (XYZ):
```
100
Properties=species:S:1:pos:R:3:forces:R:3:mulliken_charge:R:1
Sc -0.788 -1.626 -1.549 -0.6 0.1 -0.3 -0.87
C 1.977 4.620 1.521 0.0 0.0 0.0 -1.13
O 2.462 3.333 1.191 0.0 0.0 0.0 -0.05
C 3.052 3.174 -0.028 0.0 0.0 0.0 0.62
C 3.138 4.167 -0.994 0.0 0.0 0.0 -0.67
C 3.751 3.880 -2.211 0.0 0.0 0.0 -0.49
C 4.235 2.615 -2.480 0.1 0.0 -0.1 -0.19
C 4.195 1.637 -1.484 0.0 0.0 0.1 -0.23
C 3.604 1.915 -0.271 0.0 0.0 0.0 -0.16
N 4.838 2.420 -3.780 -0.1 0.0 0.0 -0.38
N 4.572 1.429 -4.479 0.0 0.0 0.1 -0.65
C 3.592 0.474 -4.020 0.1 0.1 -0.1 -0.08
C 3.983 -0.819 -3.818 0.0 -0.1 0.0 -0.52
C 3.134 -1.769 -3.215 0.1 0.1 0.0 -0.98
C 1.864 -1.409 -2.818 -0.1 -0.1 0.1 0.37
O 1.016 -2.192 -2.198 0.2 -0.1 -0.1 -0.15
C 1.418 -0.085 -3.128 0.0 0.0 0.0 0.75
N 0.139 0.193 -2.761 0.0 0.0 0.0 0.61
C -0.372 1.354 -3.096 0.0 0.0 0.0 -0.81
C 0.357 2.331 -3.796 0.0 0.0 0.0 -1.12
C 1.667 2.092 -4.105 0.0 0.0 0.0 -0.58
C 2.249 0.853 -3.763 0.0 0.0 0.0 0.39
H 1.582 4.547 2.531 0.0 0.0 0.0 0.24
H 1.178 4.930 0.840 0.0 0.0 0.0 0.40
H 2.776 5.365 1.499 0.0 0.0 0.0 0.42
H 2.751 5.160 -0.816 0.0 0.0 0.0 0.44
H 3.845 4.648 -2.970 0.0 0.0 0.0 0.45
H 4.613 0.656 -1.658 0.0 0.0 0.0 0.53
H 3.550 1.160 0.503 0.0 0.0 0.0 0.37
H 5.000 -1.095 -4.072 0.0 0.0 0.0 0.41
H 3.481 -2.776 -3.023 0.0 0.0 0.0 0.51
H -1.395 1.534 -2.793 0.0 0.0 0.0 0.85
H -0.121 3.262 -4.065 0.0 0.0 0.0 0.45
H 2.256 2.838 -4.625 0.0 0.0 0.0 0.57
O -1.478 -1.983 -3.731 0.0 0.0 0.1 -0.35
C -2.390 -2.652 -4.206 0.0 0.0 0.0 -0.37
C -3.390 -3.380 -3.468 0.0 0.0 -0.1 0.48
C -4.372 -4.056 -4.198 0.0 0.0 0.0 -0.49
C -5.360 -4.737 -3.540 -0.1 0.0 -0.1 -0.65
C -5.409 -4.771 -2.140 0.0 0.0 0.0 -0.39
C -4.454 -4.117 -1.410 0.0 0.0 0.0 -0.27
C -3.399 -3.401 -2.042 0.0 0.0 0.1 0.03
O -2.513 -2.809 -1.333 0.2 0.1 0.0 0.69
N -6.387 -5.437 -4.311 0.2 -0.3 0.0 1.01
O -7.240 -6.046 -3.693 -0.1 0.1 0.0 -0.63
O -6.306 -5.407 -5.525 -0.1 0.1 0.0 -0.63
H -2.478 -2.706 -5.302 0.0 0.0 0.0 0.31
H -4.358 -4.041 -5.281 0.0 0.0 0.0 0.56
H -6.206 -5.318 -1.659 0.0 0.0 0.0 0.52
H -4.476 -4.132 -0.328 0.0 0.0 0.0 0.54
Cl -0.671 -6.728 0.886 0.0 0.0 0.0 -0.20
C -1.109 -5.191 0.124 0.0 0.0 0.1 0.75
Cl -0.123 -4.851 -1.305 0.0 -0.1 0.0 -0.09
H -0.948 -4.390 0.836 0.0 0.0 0.0 -0.34
H -2.145 -5.248 -0.183 0.0 0.0 0.0 -0.05
C 3.566 1.987 4.637 0.0 0.0 0.0 -1.95
C 2.782 0.938 5.427 0.0 0.0 0.0 2.08
C 1.870 1.667 6.422 0.0 0.0 0.0 -1.70
C 3.788 0.073 6.199 0.0 0.0 0.0 -1.75
C 1.930 0.050 4.515 0.0 0.0 0.0 0.38
C 1.176 -0.987 5.076 0.0 0.0 0.0 -0.45
C 0.365 -1.825 4.314 0.0 0.0 0.0 -2.28
C 0.332 -1.597 2.957 0.0 0.0 0.0 0.87
O -0.386 -2.241 1.980 0.0 0.0 0.0 -0.13
B -0.087 -1.609 0.753 0.2 0.2 0.0 0.07
O 0.863 -0.580 1.034 -0.1 0.0 0.1 0.12
C 1.079 -0.587 2.387 0.0 0.0 0.0 0.64
C 1.877 0.254 3.133 0.0 0.0 0.0 -0.39
H 4.157 2.594 5.326 0.0 0.0 0.0 0.47
H 2.904 2.656 4.082 0.0 0.0 0.0 0.26
H 4.253 1.527 3.924 0.0 0.0 0.0 0.37
H 2.461 2.311 7.079 0.0 0.0 0.0 0.47
H 1.317 0.965 7.048 0.0 0.0 0.0 0.33
H 1.143 2.289 5.895 0.0 0.0 0.0 0.34
H 4.401 0.699 6.852 0.0 0.0 0.0 0.46
H 4.451 -0.455 5.511 0.0 0.0 0.0 0.39
H 3.288 -0.670 6.820 0.0 0.0 0.0 0.33
H 1.215 -1.149 6.146 0.0 0.0 0.0 0.39
H -0.213 -2.620 4.767 0.0 0.0 0.0 0.49
H 2.424 1.050 2.649 0.0 0.0 0.0 0.09
C -4.557 -0.515 -0.350 0.0 0.0 0.0 -1.19
N -3.849 0.609 0.257 0.0 0.1 0.0 0.09
C -4.296 1.014 1.582 0.1 0.0 0.0 -1.28
C -2.601 0.869 -0.205 0.0 0.0 0.1 0.33
O -2.058 0.064 -0.992 0.2 0.0 -0.1 -0.07
N -1.989 2.017 0.193 -0.1 -0.1 -0.1 0.67
C -0.550 2.183 0.061 0.0 0.0 0.0 -0.74
C -2.726 3.247 0.428 0.0 0.0 0.0 -1.31
H -5.575 -0.519 0.034 0.0 0.0 0.0 0.49
H -4.068 -1.461 -0.120 0.0 0.0 0.0 0.34
H -4.596 -0.402 -1.432 0.0 0.0 0.0 0.34
H -4.647 0.131 2.117 0.0 0.0 0.0 0.47
H -5.109 1.741 1.542 0.0 0.0 0.0 0.31
H -3.469 1.436 2.147 0.0 0.0 0.0 0.41
H -0.067 1.228 -0.099 0.0 0.0 0.0 -0.43
H -0.155 2.610 0.985 0.0 0.0 0.0 0.65
H -0.302 2.856 -0.766 0.0 0.0 0.0 0.15
H -3.775 3.121 0.181 0.0 0.0 0.0 0.42
H -2.317 4.027 -0.219 0.0 0.0 0.0 0.34
H -2.642 3.585 1.464 0.0 0.0 0.0 0.31
```
Forces are in eV/Å.

* electronic energy: -114917.3107 eV
* gap between HOMO and LUMO: 7.208 eV
* total charge: 0
* highest occupied orbital energy: -7.6 eV
* M: 865.47 g mol⁻¹
* multiplicity: 1